C4H14N2O2 | ωB97M-V with the def2-TZVPD basis set

Positions of all 22 atoms, in Å:
O: -0.471 0.929 -1.369
O: -0.976 -0.342 0.486
N: -2.687 0.485 -0.999
N: -1.514 1.881 0.456
C: -1.280 -1.682 0.177
C: 2.248 0.446 0.557
C: -1.420 0.713 -0.374
C: 3.212 -0.700 0.287
H: -0.627 2.369 0.434
H: -2.355 -1.886 0.261
H: -2.767 -0.453 -1.371
H: -0.927 0.972 -2.219
H: -0.744 -2.284 0.923
H: 3.168 -1.435 1.088
H: 2.283 1.171 -0.253
H: 2.960 -1.196 -0.647
H: -1.703 1.605 1.412
H: -3.449 0.673 -0.363
H: -0.924 -1.961 -0.821
H: 4.235 -0.336 0.215
H: 1.230 0.080 0.636
H: 2.508 0.952 1.485

Cartesian forces (eV/Å) of the 3 atoms listed first:
0.386 -0.354 -0.271
-0.145 0.248 0.102
-0.202 -0.296 -0.171

Output
* Kohn-Sham gap: 10.73 eV
* SMILES: COC(N)(N)O.CC
* net charge: 0
* E_LUMO: 0.795 eV
* highest occupied orbital energy: -9.94 eV



C4H14N2O2 | ωB97M-V with the def2-TZVPD basis set

Positions of all 22 atoms, in Å:
O: -2.059 1.186 -1.699
O: -3.099 1.967 1.914
N: 2.569 0.577 -0.194
N: -0.028 -0.181 0.522
C: -1.856 -0.085 -1.171
C: -0.367 -0.417 -0.910
C: 2.480 -0.859 0.286
C: 1.083 -1.033 1.060
H: -1.337 1.802 -1.783
H: 3.140 -1.052 1.137
H: 2.716 -1.724 -0.352
H: -2.273 -0.909 -1.799
H: 1.764 0.614 -0.965
H: 0.202 0.192 -1.675
H: 0.139 0.790 0.694
H: 0.898 -0.924 2.225
H: -0.177 -1.625 -1.072
H: -2.294 0.112 -0.145
H: -2.265 1.564 2.209
H: -3.361 1.467 1.093
H: 0.663 -2.126 1.108
H: 3.461 0.665 -0.481

Cartesian forces (eV/Å) of the 3 atoms listed first:
-0.945 0.182 -1.205
0.176 -0.972 -1.241
-6.478 -3.164 0.351

Output
* Kohn-Sham gap (spin up / spin down): 11.36 / 5.97 eV
* net charge: +1
* E_LUMO (spin up / spin down): -3.240 / -8.619 eV
* highest occupied orbital energy (spin up / spin down): -14.60 / -14.59 eV
* spin multiplicity: 2



C4H14N2O3PS | ωB97M-V with the def2-TZVPD basis set

Positions of all 25 atoms, in Å:
S: -0.115 -2.899 0.799
P: 0.632 1.214 0.253
O: -0.126 -0.001 0.577
O: 1.791 1.100 -0.883
O: -0.339 2.216 -0.639
N: 0.191 -1.668 -1.496
N: 2.024 -2.021 -0.294
C: -1.844 -2.687 0.254
C: 1.117 2.218 1.677
C: 0.720 -2.173 -0.393
C: -1.676 2.389 -0.270
H: 2.464 -1.300 -0.835
H: -0.763 -1.274 -1.484
H: -2.209 1.641 0.464
H: 0.807 -1.016 -2.034
H: 2.019 2.716 1.456
H: -2.261 2.469 -1.165
H: 1.711 1.928 -1.297
H: 1.352 1.378 2.342
H: -2.055 -1.594 -0.057
H: 2.644 -2.551 0.305
H: -2.074 -3.316 -0.626
H: -2.412 -2.917 1.092
H: 0.273 2.830 1.967
H: -1.870 3.319 0.285

Cartesian forces (eV/Å) of the 3 atoms listed first:
-1.852 -1.476 1.704
-2.412 2.109 -1.190
0.725 0.047 0.438

Output
* Kohn-Sham gap: 10.67 eV
* net charge: +1
* E_LUMO: -2.880 eV
* highest occupied orbital energy: -13.55 eV



C4H14N2O4 | ωB97M-V with the def2-TZVPD basis set

Positions of all 24 atoms, in Å:
O: 1.427 1.050 -1.246
O: 0.654 -2.516 -2.677
O: -2.022 2.683 -1.754
O: 0.760 2.482 0.380
N: -1.230 0.135 0.012
N: -0.883 -1.852 2.708
C: 0.840 1.251 -0.210
C: -0.020 -2.236 1.597
C: 0.898 -0.958 1.156
C: 0.036 0.287 0.625
H: -0.451 -1.855 3.583
H: -1.771 -0.618 0.532
H: -2.351 1.910 -2.171
H: 0.664 -3.085 1.804
H: -1.147 0.049 -1.049
H: 1.112 -3.184 -2.103
H: 1.243 -1.742 -2.593
H: -0.654 -2.403 0.784
H: 1.673 -1.263 0.500
H: -1.522 2.164 -0.962
H: 1.392 -0.549 2.015
H: -0.252 0.844 1.580
H: -1.403 -1.028 2.408
H: 1.185 3.126 0.000

Cartesian forces (eV/Å) of the 3 atoms listed first:
-0.476 -0.207 0.728
1.163 -0.441 1.057
2.481 -1.144 3.514

Output
* Kohn-Sham gap: 9.90 eV
* SMILES: NCC[C@H](N)C(=O)O.O.O
* net charge: 0
* E_LUMO: 0.523 eV
* highest occupied orbital energy: -9.37 eV



C4H14N2O5 | ωB97M-V with the def2-TZVPD basis set

Positions of all 25 atoms, in Å:
O: -2.021 -1.337 1.688
O: 0.539 -1.112 2.259
O: 1.783 -2.883 -1.180
O: 1.463 1.266 1.520
O: -2.482 1.618 0.166
N: -0.911 0.562 -1.022
N: -0.536 2.754 -0.308
C: -1.328 1.614 -0.239
C: 0.625 -0.964 -2.260
C: 0.951 -2.020 -1.226
C: 0.466 0.359 -1.514
H: 0.405 -1.856 -0.249
H: -2.164 -0.628 1.049
H: 1.327 -1.058 -3.095
H: 1.205 0.454 -0.705
H: 2.132 0.947 2.136
H: 1.082 0.367 1.390
H: 0.442 2.744 -0.035
H: -0.338 -1.226 -2.696
H: 1.158 -1.331 2.951
H: 0.636 1.142 -2.252
H: -0.874 3.521 0.260
H: -1.566 -0.206 -1.056
H: 0.074 -1.884 1.907
H: -2.069 -0.845 2.509

Cartesian forces (eV/Å) of the 3 atoms listed first:
-0.302 0.002 -0.375
0.017 0.276 -0.323
0.201 -0.019 -1.134

Output
* Kohn-Sham gap: 10.02 eV
* SMILES: NC(=O)NCCC=O.O.O.O
* net charge: 0
* E_LUMO: 0.296 eV
* highest occupied orbital energy: -9.72 eV



C4H14N2OS | ωB97M-V with the def2-TZVPD basis set

Positions of all 22 atoms, in Å:
S: -0.493 1.115 -3.222
O: 1.936 -0.907 2.788
N: 0.064 -0.258 0.737
N: -1.327 1.102 2.262
C: 0.931 -0.318 -0.454
C: -0.860 -0.433 -2.331
C: 0.350 -1.065 -1.654
C: -0.647 1.021 0.985
H: 1.879 -0.816 -0.137
H: -1.363 1.296 0.227
H: -0.668 0.900 3.051
H: 1.251 -0.635 2.088
H: -2.083 0.383 2.308
H: -1.704 -0.275 -1.607
H: 0.120 1.819 0.950
H: 1.164 0.686 -0.779
H: 0.172 -2.120 -1.285
H: 2.412 -0.114 2.942
H: -0.416 1.922 -2.185
H: -0.605 -1.018 0.731
H: 1.154 -1.203 -2.350
H: -1.265 -1.082 -3.065

Cartesian forces (eV/Å) of the 3 atoms listed first:
-0.104 -0.502 -0.441
-1.600 -0.595 -1.175
-0.300 0.516 -0.025

Output
* Kohn-Sham gap: 10.17 eV
* SMILES: NCNCCCS.O
* net charge: 0
* E_LUMO: 0.740 eV
* highest occupied orbital energy: -9.43 eV



C4H14N2P3 | ωB97M-V with the def2-TZVPD basis set

Positions of all 23 atoms, in Å:
P: 0.669 -1.000 -0.290
P: 1.827 1.626 -0.758
P: 0.108 -0.431 -2.306
N: 1.008 0.985 -2.139
N: 0.983 0.524 0.322
C: 0.768 3.099 -0.458
C: 2.204 -2.004 -0.206
C: -2.678 0.321 -0.029
C: -0.506 -1.833 0.819
H: -1.191 -2.426 0.218
H: 2.514 -2.137 0.833
H: 1.191 1.483 -3.002
H: 2.999 -1.502 -0.757
H: 0.999 3.851 -1.211
H: 2.028 -2.984 -0.646
H: -2.271 0.842 0.813
H: 1.008 3.515 0.517
H: -2.867 0.867 -0.929
H: 0.029 -2.492 1.502
H: -3.184 -0.611 0.110
H: -0.287 2.834 -0.509
H: -1.073 -1.092 1.377
H: 1.310 0.566 1.281

Cartesian forces (eV/Å) of the 3 atoms listed first:
0.749 -0.088 1.222
-0.516 0.592 0.468
-0.330 -0.077 0.003

Output
* Kohn-Sham gap (spin up / spin down): 7.39 / 8.22 eV
* net charge: +1
* E_LUMO (spin up / spin down): -4.767 / -3.292 eV
* highest occupied orbital energy (spin up / spin down): -12.16 / -11.52 eV



C4H14N3 | ωB97M-V with the def2-TZVPD basis set

Positions of all 21 atoms, in Å:
N: 1.236 -0.235 0.022
N: -0.388 2.148 0.029
N: -1.051 -1.096 -1.815
C: 1.174 0.716 1.042
C: -0.851 -1.245 -0.386
C: -0.091 1.413 1.219
C: 0.445 -1.501 0.168
H: 0.915 -2.340 -0.338
H: -1.601 -2.047 -0.113
H: -1.849 -1.601 -1.950
H: 1.456 0.352 2.052
H: 1.994 1.525 0.731
H: 0.250 2.217 -0.770
H: -0.637 3.135 0.314
H: 2.191 -0.472 -0.393
H: -1.404 -0.304 0.098
H: -0.316 -1.466 -2.452
H: -0.944 0.844 1.412
H: -1.193 -0.077 -2.034
H: 0.035 2.192 2.062
H: 0.626 -2.160 1.103

Cartesian forces (eV/Å) of the 3 atoms listed first:
1.342 -3.534 -2.303
-1.671 3.346 -1.074
3.250 2.788 -0.231

Output
* Kohn-Sham gap (spin up / spin down): 4.11 / 9.64 eV
* net charge: 0
* E_LUMO (spin up / spin down): 0.863 / 0.714 eV
* highest occupied orbital energy (spin up / spin down): -3.25 / -8.93 eV
* spin multiplicity: 2



Q: Which value of net charge does entry 4 give?
A: 0